1.
Molecular formula: C20H37N3O2
Method: DFT, the ωB97M-V functional and the def2-TZVPD basis

Geometry as XYZ:
```
62
Properties=species:S:1:pos:R:3:mulliken_charge:R:1
C -6.32 -1.26 1.20 -1.279
C -4.81 -1.41 1.15 -0.424
N -4.25 -0.68 0.03 0.220
C -4.47 -1.28 -1.28 -0.779
C -3.08 -1.52 -1.88 -0.817
C -2.26 -0.40 -1.24 0.239
C -2.85 -0.32 0.17 0.071
C -2.72 1.09 0.77 -1.316
N -1.34 1.48 0.90 0.018
C -0.76 2.37 0.07 0.276
O -1.35 3.04 -0.75 -0.677
C 0.77 2.41 0.23 -0.462
N 1.30 1.30 -0.55 0.255
C 1.33 0.04 -0.09 -0.299
O 0.94 -0.25 1.03 -0.775
C 1.88 -0.97 -1.10 0.413
C 1.68 -2.41 -0.63 -1.157
C 2.56 -2.76 0.57 -0.732
C 4.03 -2.50 0.28 0.544
C 4.89 -2.84 1.49 -1.689
C 4.21 -1.04 -0.12 -0.711
C 3.37 -0.71 -1.36 -1.295
C 1.38 3.74 -0.22 0.746
C 0.83 4.87 0.65 -1.623
C 2.90 3.70 -0.13 -1.370
H -6.79 -1.69 0.32 0.306
H -6.58 -0.21 1.24 0.319
H -6.72 -1.76 2.08 0.424
H -4.38 -1.00 2.07 0.400
H -4.54 -2.49 1.11 0.329
H -5.03 -0.58 -1.90 0.249
H -5.04 -2.21 -1.20 0.470
H -2.69 -2.49 -1.55 0.301
H -3.08 -1.49 -2.96 0.428
H -2.44 0.54 -1.77 0.390
H -1.19 -0.61 -1.23 -0.510
H -2.32 -1.03 0.83 0.077
H -3.20 1.11 1.76 0.289
H -3.22 1.81 0.12 0.401
H -0.73 0.85 1.41 0.339
H 1.03 2.21 1.28 0.398
H 1.47 1.49 -1.53 0.466
H 1.33 -0.82 -2.03 0.677
H 0.63 -2.56 -0.36 0.253
H 1.91 -3.08 -1.47 0.546
H 2.24 -2.16 1.42 0.219
H 2.41 -3.82 0.82 0.435
H 4.34 -3.13 -0.57 0.196
H 4.60 -2.23 2.34 0.348
H 4.77 -3.89 1.76 0.416
H 5.94 -2.66 1.28 0.414
H 3.90 -0.40 0.71 0.215
H 5.26 -0.83 -0.33 0.441
H 3.53 0.33 -1.65 0.412
H 3.70 -1.34 -2.19 0.530
H 1.07 3.92 -1.25 0.287
H 1.26 5.82 0.34 0.427
H 1.08 4.71 1.70 0.372
H -0.25 4.93 0.55 0.373
H 3.32 4.64 -0.47 0.452
H 3.22 3.53 0.90 0.334
H 3.32 2.90 -0.74 0.201
```

The SMILES is CCN1CCC[C@H]1CNC(=O)[C@@H](NC(=O)[C@H]1CC[C@@H](C)CC1)C(C)C. As for the HOMO energy: -8.232 eV. The value obtained for the orbital gap is 8.9 eV.


2.
Molecular formula: C20H37N4SeTa
Method: DFT, the ωB97M-V functional and the def2-TZVPD basis

Geometry as XYZ:
```
63
Properties=species:S:1:pos:R:3:mulliken_charge:R:1
Ta -0.10 0.53 -0.42 -0.118
N -1.37 1.60 0.76 0.293
N 1.50 1.54 0.23 1.094
N -0.87 -1.49 -1.11 0.211
N 1.21 -0.86 -1.45 0.632
H -0.68 3.67 0.75 0.209
C -0.97 2.86 1.45 -1.051
H -0.15 2.70 2.18 0.162
H -1.88 3.22 1.98 0.544
H -3.29 2.43 0.74 0.527
C -2.83 1.42 0.79 -1.122
H -3.12 0.95 1.76 0.249
H -3.20 0.81 -0.06 0.214
C 2.21 2.46 -0.65 -1.140
H 3.22 2.06 -0.83 0.375
H 1.73 2.60 -1.62 0.092
H 2.28 3.45 -0.15 0.331
H 3.28 1.20 1.28 0.374
C 2.22 1.45 1.50 -1.029
H 2.15 2.39 2.07 0.314
H 1.83 0.62 2.11 0.017
C -2.21 -2.01 -1.35 0.559
H -2.71 -1.23 -1.96 0.001
C -3.04 -2.12 -0.06 -1.029
H -3.53 -1.16 0.17 0.185
H -3.84 -2.86 -0.20 0.436
H -2.42 -2.43 0.79 0.167
C -2.22 -3.28 -2.19 -1.685
H -3.23 -3.69 -2.13 0.457
H -1.99 -3.08 -3.24 0.333
H -1.51 -4.01 -1.81 0.360
H 3.50 -1.59 -3.86 0.433
C 2.48 -1.63 -3.44 -1.502
H 2.23 -2.68 -3.25 0.349
H 1.78 -1.25 -4.20 0.324
C 2.46 -0.74 -2.19 0.595
H 2.50 0.30 -2.55 -0.113
C 3.65 -0.89 -1.27 -1.076
H 3.47 -1.64 -0.49 0.229
H 4.53 -1.19 -1.85 0.397
H 3.88 0.06 -0.76 0.147
H 0.68 -2.92 -1.79 0.132
C 0.34 -1.88 -1.50 -0.142
C -0.62 1.67 -2.08 -0.850
H -1.73 1.60 -1.97 0.365
H -0.37 2.56 -1.43 0.349
C -0.35 1.98 -3.57 -0.106
H 0.58 2.60 -3.71 0.253
C -1.20 1.62 -4.59 -0.903
H -2.16 1.15 -4.37 0.234
H -0.97 1.69 -5.68 0.269
Se 0.49 -1.41 1.55 -0.023
C 0.10 -1.02 3.31 0.068
C -0.85 -0.04 3.66 0.486
C -1.01 0.32 5.01 -0.475
C -0.29 -0.35 6.01 -0.498
C 0.58 -1.38 5.67 -0.427
C 0.77 -1.74 4.33 -0.687
H -1.40 0.47 2.85 -0.204
H -1.72 1.10 5.26 0.382
H -0.43 -0.07 7.06 0.354
H 1.12 -1.90 6.46 0.349
H 1.45 -2.55 4.04 0.330
```

As for the HOMO energy: -6.618 eV. The value obtained for the orbital gap is 6.5 eV.


3.
Molecular formula: C20H38B7F28N4O2
Method: DFT, the ωB97M-V functional and the def2-TZVPD basis

Geometry as XYZ:
```
99
Properties=species:S:1:pos:R:3:mulliken_charge:R:1
C -1.04 0.33 5.00 -1.201
N -2.27 -0.32 4.56 0.163
C -2.98 -1.18 5.32 -0.492
C -4.00 -1.89 4.75 -0.621
C -4.24 -1.84 3.36 0.941
C -3.38 -1.08 2.61 -0.698
C -2.41 -0.34 3.23 -0.551
C -5.32 -2.59 2.69 0.788
C -6.58 -2.73 3.27 -0.645
C -7.58 -3.41 2.62 -0.385
N -7.34 -3.98 1.43 0.145
C -6.11 -3.96 0.88 -0.514
C -5.08 -3.32 1.53 -0.237
C -8.32 -4.95 0.92 -0.945
H -0.64 1.10 4.35 0.358
H -0.28 -0.45 4.99 0.450
H -1.05 0.71 6.02 0.338
H -2.81 -1.17 6.38 0.369
H -4.51 -2.69 5.27 0.432
H -3.53 -1.01 1.54 0.570
H -1.77 0.28 2.62 1.161
H -6.80 -2.17 4.17 0.481
H -8.58 -3.40 3.03 0.376
H -5.96 -4.45 -0.07 0.540
H -4.08 -3.36 1.12 0.264
H -8.08 -5.31 -0.07 0.328
H -9.33 -4.54 0.95 0.307
H -8.33 -5.79 1.62 0.387
C -0.23 0.34 0.41 0.610
C 0.07 -0.77 -0.58 1.117
C 0.65 -0.28 -1.89 -1.196
O 1.95 0.21 -1.60 -0.322
C 2.65 0.62 -2.78 -0.990
N 0.91 -1.76 0.22 0.509
H 0.31 -2.28 0.86 0.293
H 1.52 -2.43 -0.26 0.111
H 1.50 -1.24 0.89 0.052
H -0.87 1.11 -0.05 0.838
H 0.63 0.93 0.75 -0.283
H -0.83 -0.04 1.24 -1.507
H -0.82 -1.38 -0.74 -0.160
H 0.01 0.52 -2.28 0.203
H 0.57 -1.11 -2.59 0.713
H 2.51 -0.09 -3.59 0.377
H 3.72 0.68 -2.57 0.398
H 2.33 1.62 -3.10 0.259
C 1.28 3.59 0.02 -1.147
C 2.38 4.60 -0.18 0.171
C 3.76 4.05 -0.45 -0.644
O 4.50 5.26 -0.55 -0.381
C 5.88 5.32 -0.91 -0.768
N 2.01 5.44 -1.37 -0.129
H 2.60 6.28 -1.33 0.415
H 2.25 5.00 -2.27 0.317
H 1.02 5.71 -1.42 0.326
H 1.29 2.92 -0.85 0.126
H 0.29 4.02 -0.16 0.302
H 1.37 3.00 0.92 0.454
H 2.46 5.24 0.70 0.185
H 3.76 3.48 -1.39 0.298
H 4.12 3.44 0.38 0.564
H 6.11 6.37 -1.04 0.263
H 6.10 4.83 -1.87 0.351
H 6.53 4.81 -0.20 0.299
B 2.83 -4.38 -0.96 0.327
F 3.33 -4.38 0.37 -0.416
F 3.30 -5.53 -1.64 -0.400
F 1.42 -4.43 -0.88 -0.291
F 3.22 -3.23 -1.64 -0.305
B 8.88 2.17 -1.13 0.556
F 8.75 1.42 -2.29 -0.378
F 8.23 3.42 -1.27 -0.348
F 8.30 1.49 -0.02 -0.416
F 10.26 2.38 -0.83 -0.423
B -1.74 -3.81 1.23 -0.249
F -1.56 -2.43 0.96 0.115
F -0.54 -4.43 1.38 -0.269
F -2.48 -3.86 2.49 -0.389
F -2.57 -4.41 0.27 -0.360
B 3.50 1.27 -7.00 0.572
F 3.65 -0.11 -6.74 -0.414
F 3.43 1.95 -5.77 -0.331
F 4.61 1.72 -7.77 -0.421
F 2.34 1.48 -7.78 -0.414
B -2.61 -1.67 -3.05 0.575
F -3.03 -0.83 -1.99 -0.438
F -1.40 -2.30 -2.68 -0.298
F -3.63 -2.62 -3.31 -0.425
F -2.39 -0.92 -4.22 -0.399
B 2.11 -0.30 3.11 0.287
F 2.03 0.83 4.00 -0.463
F 0.80 -0.82 2.95 -0.102
F 2.63 0.07 1.88 -0.313
F 2.95 -1.24 3.70 -0.339
B -1.33 3.82 -3.13 0.442
F 0.10 3.79 -3.06 -0.275
F -1.70 2.50 -3.39 -0.309
F -1.93 4.30 -1.94 -0.449
F -1.65 4.60 -4.27 -0.377
```

As for the HOMO energy: -2.475 eV. As for the net charge: -3. The value obtained for the orbital gap is 3.4 eV.


4.
Molecular formula: C20H38BN7O13P
Method: DFT, the ωB97M-V functional and the def2-TZVPD basis

Geometry as XYZ:
```
80
Properties=species:S:1:pos:R:3:mulliken_charge:R:1
C -0.45 -0.14 -2.56 -0.758
O -1.80 -0.01 -2.06 -0.050
B -1.92 -0.14 -0.74 0.289
O -2.81 -1.00 -0.18 -0.385
N -1.07 0.73 0.19 -0.162
C -1.31 2.02 0.33 -0.313
N -0.48 2.59 1.17 -0.584
C 0.34 1.61 1.57 0.635
N 1.34 1.83 2.44 -0.008
C 2.30 0.82 2.90 -0.940
C 3.48 0.56 1.93 -0.327
C 4.84 0.84 2.57 0.007
N 5.96 0.07 2.10 -0.485
O 5.00 1.66 3.45 -0.463
P 1.52 3.52 3.07 0.161
N 1.06 3.33 4.70 -0.568
O 3.13 3.71 3.14 -0.387
N 0.00 0.43 0.99 0.411
C 0.48 -0.92 1.09 -0.896
C -0.10 -1.69 2.30 -0.421
N -0.73 -2.94 1.88 -0.571
H 0.27 0.42 -1.98 0.371
H -0.41 0.25 -3.57 0.252
H -0.20 -1.19 -2.60 0.321
H -3.40 -0.50 0.40 0.310
H -2.10 2.49 -0.23 0.493
H 1.82 -0.12 3.14 0.050
H 2.74 1.17 3.83 0.702
H 3.48 -0.49 1.68 0.421
H 3.31 1.12 1.01 0.412
H 5.86 -0.89 2.43 0.274
H 5.95 0.02 1.09 0.291
H 1.86 3.31 5.33 0.294
H 0.47 2.52 4.85 0.282
H 3.31 4.65 3.22 0.318
H 0.25 -1.51 0.20 0.740
H 1.56 -0.95 1.19 0.111
H -0.83 -1.04 2.79 0.227
H 0.70 -1.91 3.00 0.398
H -0.23 -3.37 1.11 0.222
H -0.72 -3.60 2.64 0.264
C 8.99 1.46 3.19 -1.073
C 10.03 0.40 3.44 0.498
C 11.40 0.90 3.81 -0.530
O 12.24 -0.16 3.35 -0.322
C 11.60 -0.78 2.33 0.623
O 12.09 -1.59 1.61 -0.517
O 10.32 -0.34 2.24 -0.342
H 9.36 2.22 2.49 0.352
H 8.10 1.02 2.75 0.074
H 8.71 1.96 4.12 0.395
H 9.66 -0.31 4.18 0.252
H 11.53 1.07 4.87 0.318
H 11.68 1.81 3.27 0.318
C -5.10 -1.72 -4.59 -1.301
C -4.07 -0.72 -5.03 0.859
C -4.44 0.72 -4.78 -0.201
O -3.68 1.40 -5.79 -0.360
C -3.52 0.52 -6.83 0.560
O -3.09 0.82 -7.89 -0.518
O -3.90 -0.73 -6.46 -0.406
H -6.08 -1.45 -4.99 0.223
H -4.86 -2.71 -4.98 0.425
H -5.16 -1.77 -3.50 0.297
H -3.09 -0.96 -4.59 -0.017
H -4.15 1.06 -3.79 0.144
H -5.50 0.92 -4.94 0.308
C -10.14 -2.93 -2.02 -1.457
C -9.06 -1.93 -2.34 0.569
C -9.41 -0.49 -2.06 -0.520
O -8.58 0.20 -3.00 -0.315
C -8.38 -0.63 -4.05 0.649
O -7.89 -0.31 -5.08 -0.554
O -8.81 -1.88 -3.76 -0.330
H -11.10 -2.64 -2.46 0.351
H -9.89 -3.91 -2.42 0.362
H -10.27 -3.03 -0.94 0.390
H -8.13 -2.22 -1.85 0.223
H -9.18 -0.19 -1.04 0.302
H -10.46 -0.26 -2.28 0.332
```

As for the HOMO energy: -11.864 eV. As for the net charge: +1. The value obtained for the orbital gap is 8.9 eV.


5.
Molecular formula: C20H38CaO12S4
Method: DFT, the ωB97M-V functional and the def2-TZVPD basis

Geometry as XYZ:
```
75
Properties=species:S:1:pos:R:3:mulliken_charge:R:1
Ca 0.12 -0.04 -0.05 2.430
C -3.82 -2.00 -0.09 -1.522
C -2.47 -1.19 -0.11 1.019
O -1.92 -0.72 -1.12 -0.610
O -1.92 -0.90 0.93 -0.648
H -3.84 -2.77 0.68 0.353
H -3.82 -2.64 -0.97 0.392
H -4.69 -1.34 -0.08 0.352
C 3.67 1.31 1.95 -1.414
C 2.37 1.02 1.21 0.925
O 2.22 1.18 -0.03 -0.670
O 1.39 0.60 1.86 -0.678
H 4.50 1.03 1.29 0.371
H 3.69 0.66 2.83 0.320
H 3.71 2.37 2.19 0.333
C 4.75 -1.20 -2.60 -0.862
C 4.00 0.09 -3.04 -0.303
C 2.70 -0.31 -3.69 -0.597
S 2.08 -1.76 -2.69 0.862
O 1.68 -2.77 -3.60 -0.753
O 1.15 -1.19 -1.70 -0.799
C 3.67 -2.01 -1.82 -0.417
H 5.64 -1.09 -1.99 0.395
H 5.05 -1.76 -3.49 0.343
H 4.66 0.72 -3.64 0.456
H 3.84 0.68 -2.14 0.056
H 2.87 -0.74 -4.68 0.380
H 1.92 0.45 -3.75 0.104
H 3.82 -3.06 -1.55 0.545
H 3.56 -1.44 -0.90 0.105
C -2.41 4.28 -2.07 -0.719
C -3.19 2.96 -2.09 -0.068
C -2.57 2.14 -3.14 -0.877
S -0.73 2.48 -2.97 1.036
O -0.23 2.76 -4.33 -0.803
O -0.19 1.48 -2.10 -0.160
C -0.88 4.08 -2.08 -0.521
H -2.71 4.82 -1.17 0.370
H -2.85 5.08 -2.66 0.362
H -4.25 3.15 -2.26 0.473
H -3.08 2.45 -1.14 -0.161
H -2.94 2.54 -4.08 0.336
H -2.65 1.06 -3.09 0.377
H -0.22 4.80 -2.56 0.440
H -0.31 3.96 -1.16 0.091
C -1.36 1.91 4.44 -0.515
C -0.76 3.28 4.42 -0.756
C -0.19 3.46 3.00 -0.457
S -1.46 2.81 1.89 0.913
O -0.89 2.00 0.83 -0.428
O -2.46 3.88 1.51 -0.784
C -2.29 1.83 3.19 -0.716
H -1.90 1.67 5.35 0.415
H -0.51 1.23 4.51 0.201
H 0.08 3.24 5.11 0.417
H -1.47 4.06 4.69 0.279
H 0.67 2.80 2.92 -0.043
H 0.05 4.45 2.62 0.547
H -2.45 0.80 2.87 0.220
H -3.28 2.27 3.33 0.431
C -0.70 -5.45 2.02 -0.732
C -1.41 -5.07 0.65 -0.073
C -0.29 -4.49 -0.24 -1.033
S 0.95 -3.59 0.83 0.799
O 0.72 -2.14 0.78 -0.604
O 2.30 -4.22 0.73 -0.696
C 0.26 -4.31 2.43 -0.727
H -0.22 -6.42 1.93 0.315
H -1.49 -5.67 2.74 0.396
H -2.13 -4.25 0.74 -0.195
H -1.94 -5.92 0.22 0.416
H -0.40 -4.03 -1.22 0.527
H 0.34 -5.33 -0.54 0.509
H -0.27 -3.47 2.90 0.287
H 1.11 -4.54 3.07 0.439
```

As for the HOMO energy: -8.383 eV. The value obtained for the orbital gap is 8.9 eV.


6.
Molecular formula: C20H38Cl16N2
Method: DFT, the ωB97M-V functional and the def2-TZVPD basis

Geometry as XYZ:
```
76
Properties=species:S:1:pos:R:3:mulliken_charge:R:1
Cl 2.67 -4.11 -5.65 -0.206
C 2.83 -3.10 -4.20 -0.272
C 1.57 -3.04 -3.36 0.023
Cl 0.11 -2.52 -4.21 -0.091
H 3.09 -2.10 -4.55 0.094
H 3.69 -3.47 -3.65 0.374
H 1.72 -2.35 -2.54 -0.253
H 1.40 -4.01 -2.89 0.325
Cl 0.22 4.11 -3.41 -0.167
C -0.78 4.99 -2.23 -0.415
C -0.01 5.12 -0.93 -0.006
Cl -0.96 6.17 0.17 -0.232
H -1.72 4.47 -2.05 0.214
H -0.99 5.97 -2.65 0.398
H 0.95 5.61 -1.01 0.401
H 0.16 4.15 -0.46 -0.177
Cl -1.72 1.97 -0.11 -0.150
C -0.84 0.40 -0.07 0.068
C 0.30 0.32 -1.05 0.334
Cl -0.21 0.63 -2.73 -0.098
H -1.60 -0.38 -0.16 0.143
H -0.47 0.21 0.94 -0.492
H 0.63 -0.71 -0.97 -0.089
H 1.00 1.12 -0.83 0.277
Cl 2.30 -0.80 4.45 -0.117
C 1.33 -2.18 4.99 -0.510
C -0.12 -2.12 4.54 -0.665
Cl -0.31 -1.91 2.78 0.012
H 1.41 -2.24 6.07 0.361
H 1.73 -3.08 4.51 0.332
H -0.63 -1.30 5.04 0.179
H -0.61 -3.05 4.79 0.439
Cl -3.83 -0.84 1.54 -0.057
C -4.74 -0.51 3.05 -0.644
C -5.20 0.92 3.22 -0.435
Cl -3.86 2.07 3.19 -0.112
H -4.10 -0.84 3.87 0.257
H -5.57 -1.21 3.08 0.357
H -5.63 0.97 4.22 0.311
H -5.94 1.18 2.48 0.327
Cl -3.65 0.17 -6.40 -0.206
C -2.71 -0.34 -4.97 -0.148
C -3.48 -0.04 -3.70 0.109
Cl -4.96 -1.01 -3.61 -0.211
H -1.81 0.28 -4.97 0.084
H -2.42 -1.37 -5.10 0.204
H -3.62 1.03 -3.53 0.355
H -2.87 -0.38 -2.86 -0.222
Cl 3.44 -0.48 -0.45 -0.002
C 4.50 0.05 0.86 -0.467
C 4.84 -1.16 1.73 -0.393
Cl 5.82 -2.37 0.85 -0.199
H 3.95 0.73 1.49 0.146
H 5.43 0.43 0.45 0.339
H 3.97 -1.62 2.19 0.178
H 5.44 -0.85 2.58 0.373
Cl 0.99 2.56 1.87 -0.175
C 0.02 1.93 3.24 0.482
C 0.75 2.28 4.53 -0.546
Cl -0.08 1.45 5.88 -0.203
H -0.02 0.85 3.17 -0.404
H -0.96 2.39 3.18 0.111
H 0.75 3.36 4.67 0.440
H 1.76 1.90 4.50 0.249
C -2.45 -4.27 0.52 -0.675
C -1.41 -3.58 -0.23 0.296
N -0.61 -2.99 -0.81 -0.266
H -2.02 -4.85 1.33 0.260
H -3.06 -4.94 -0.09 0.353
H -3.15 -3.51 0.90 0.079
C 3.29 1.27 -3.73 -0.504
C 3.56 2.27 -2.70 0.322
N 3.76 3.07 -1.91 -0.484
H 2.25 0.92 -3.73 0.025
H 4.02 0.48 -3.66 0.247
H 3.44 1.82 -4.67 0.413
```

The SMILES is ClCCCl.ClCCCl.ClCCCl.ClCCCl.ClCCCl.ClCCCl.ClCCCl.ClCCCl.CC#N.CC#N. As for the HOMO energy: -10.158 eV. The value obtained for the orbital gap is 10.2 eV.


Number 1: M 351.5 Da. Number 2: M 593.5 Da. Number 3: M 974.2 Da. Number 4: M 626.3 Da. Number 5: M 638.9 Da. Number 6: M 873.8 Da.